Computed, not measured: the molecule CH4N2O3S, with ωB97M-V with the def2-TZVPD basis set.

Geometry as XYZ:
```
11
Properties=species:S:1:pos:R:3:mulliken_charge:R:1
C 0.062 0.134 -0.131 0.0759
N -0.171 1.378 -0.410 -0.3234
N -1.104 -1.111 -0.198 -0.1505
O 2.002 -1.301 1.128 -0.4649
O 2.405 0.900 -0.296 -0.5675
O -2.372 -0.639 -0.255 -0.3529
S 1.790 -0.413 -0.283 0.5540
H -1.114 1.730 -0.238 0.2413
H 0.557 2.034 -0.791 0.2520
H 1.021 -1.451 1.421 0.3829
H -3.077 -1.262 0.054 0.3531
```

## Properties
Gap between HOMO and LUMO (alpha / beta)   7.1 / 8.3 eV
Energy relative to the best compared isomer or geometry (same formula, charge and spin)   266.4 kJ/mol
Multiplicity   3

=====

Computed, not measured: the molecule CH4N2OS, with ωB97M-V with the def2-TZVPD basis set.

Geometry as XYZ:
```
9
Properties=species:S:1:pos:R:3:mulliken_charge:R:1
N 1.128 0.339 -0.895 -0.3371
C 0.201 0.121 0.045 0.2485
S 0.113 0.917 1.511 -0.4026
N -0.696 -0.885 -0.232 -0.1358
O -0.825 -1.214 -1.581 -0.4748
H 1.767 1.091 -0.720 0.2223
H 0.946 -0.023 -1.799 0.2467
H -1.611 -0.765 0.193 0.2650
H -0.535 -2.160 -1.587 0.3679
```

## Properties
Gap between HOMO and LUMO   9.0 eV
SMILES   NC(=S)NO
Energy relative to the best compared isomer or geometry (same formula, charge and spin)   147.9 kJ/mol
Multiplicity   1

=====

> Number 1 is which compound?

CH4N2O3S

=====

> multiplicity of number 1 (CH4N2O3S)?

3

=====

> Which of these has the lowest multiplicity?

CH4N2OS

=====

Repeat the first record exactly.
Computed, not measured: the molecule CH4N2O3S, with ωB97M-V with the def2-TZVPD basis set.

Geometry as XYZ:
```
11
Properties=species:S:1:pos:R:3:mulliken_charge:R:1
C 0.062 0.134 -0.131 0.0759
N -0.171 1.378 -0.410 -0.3234
N -1.104 -1.111 -0.198 -0.1505
O 2.002 -1.301 1.128 -0.4649
O 2.405 0.900 -0.296 -0.5675
O -2.372 -0.639 -0.255 -0.3529
S 1.790 -0.413 -0.283 0.5540
H -1.114 1.730 -0.238 0.2413
H 0.557 2.034 -0.791 0.2520
H 1.021 -1.451 1.421 0.3829
H -3.077 -1.262 0.054 0.3531
```

## Properties
Gap between HOMO and LUMO (alpha / beta)   7.1 / 8.3 eV
Energy relative to the best compared isomer or geometry (same formula, charge and spin)   266.4 kJ/mol
Multiplicity   3